Entry 1:
Below is an isolated ion of composition C21H39N4O3S and charge +1, with properties calculated with ωB97M-V with the def2-TZVPD basis set.

Total charge: +1
HOMO-LUMO gap (Ha): 0.349

Last column: Mulliken charge in e.
Cartesian coordinates (Å):
C: -2.47 -0.72 5.33  -1.064
C: -2.85 0.48 4.48  -0.641
N: -3.36 0.13 3.17  0.377
C: -4.65 -0.53 3.04  -0.579
C: -5.57 0.27 2.13  -1.238
S: -2.22 -0.19 2.02  1.329
O: -1.01 -0.76 2.57  -0.729
O: -2.82 -0.89 0.93  -0.737
C: -1.75 1.45 1.43  -0.138
C: -2.59 2.55 1.46  -0.473
C: -2.14 3.75 0.92  -1.179
C: -0.89 3.86 0.32  0.985
C: -0.43 5.15 -0.28  -1.743
C: -0.07 2.72 0.29  -0.014
N: 1.21 2.76 -0.32  -0.066
C: 1.68 1.77 -1.10  0.514
O: 0.99 0.83 -1.48  -0.764
C: 3.15 1.91 -1.49  -1.136
N: 3.56 0.81 -2.34  -0.099
C: 4.21 -0.32 -1.69  -1.368
C: 3.22 -1.35 -1.10  -0.829
N: 2.03 -1.59 -1.94  1.291
C: 1.07 -2.59 -1.33  0.656
C: 0.11 -1.89 -0.38  -1.771
C: 1.75 -3.75 -0.62  -1.810
C: 2.30 -1.80 -3.40  0.587
C: 2.90 -3.17 -3.71  -1.488
C: 1.03 -1.54 -4.21  -1.522
C: -0.50 1.54 0.86  -0.472
H: -2.08 -0.39 6.29  0.400
H: -3.33 -1.36 5.51  0.310
H: -1.70 -1.30 4.82  0.277
H: -1.97 1.10 4.30  0.275
H: -3.61 1.09 4.98  0.482
H: -4.51 -1.53 2.63  0.315
H: -5.09 -0.62 4.04  0.496
H: -5.13 0.34 1.14  0.299
H: -5.73 1.27 2.53  0.305
H: -6.53 -0.22 2.05  0.427
H: -3.56 2.47 1.90  0.450
H: -2.78 4.62 0.95  0.384
H: -0.10 5.00 -1.31  0.351
H: 0.41 5.56 0.29  0.381
H: -1.23 5.88 -0.27  0.409
H: 1.77 3.58 -0.16  0.314
H: 3.75 1.98 -0.57  0.352
H: 3.26 2.85 -2.03  0.481
H: 4.15 1.16 -3.08  0.281
H: 4.84 -0.81 -2.43  0.506
H: 4.86 0.00 -0.86  0.434
H: 3.77 -2.28 -0.95  0.649
H: 2.86 -1.00 -0.14  0.413
H: 1.53 -0.65 -1.91  -0.112
H: 0.49 -2.99 -2.17  0.329
H: 0.60 -1.58 0.53  0.262
H: -0.36 -1.03 -0.85  0.419
H: -0.69 -2.57 -0.09  0.612
H: 2.51 -4.24 -1.23  0.433
H: 2.20 -3.44 0.32  0.385
H: 0.99 -4.49 -0.38  0.471
H: 3.02 -1.03 -3.67  0.351
H: 2.19 -3.97 -3.53  0.306
H: 3.17 -3.20 -4.76  0.483
H: 3.80 -3.35 -3.13  0.348
H: 1.30 -1.46 -5.26  0.472
H: 0.31 -2.35 -4.12  0.360
H: 0.57 -0.61 -3.90  0.289
H: 0.13 0.67 0.89  0.721


Entry 2:
Below is C21H39NP2Ti as an isolated structure, with properties calculated with ωB97M-V with the def2-TZVPD basis set.

<S²>: 2.0061
Spin multiplicity: 3
HOMO-LUMO gap (spin up / spin down) (Ha): 0.158 / 0.151

Last column: Löwdin spin population.
Cartesian coordinates (Å):
P: 4.20 -1.62 -3.55  0.000
P: 0.69 -3.39 -4.26  0.001
C: 3.66 -3.16 -4.37  0.000
C: 2.31 -3.13 -5.14  0.000
H: 3.72 -4.00 -3.65  0.000
H: 4.47 -3.36 -5.11  0.000
H: 2.23 -2.21 -5.76  0.000
H: 2.35 -3.98 -5.85  0.000
C: 0.67 -5.21 -4.11  0.000
H: -0.26 -5.50 -3.62  0.000
H: 1.52 -5.60 -3.54  0.000
H: 0.69 -5.64 -5.12  0.000
C: -0.53 -3.19 -5.57  0.000
H: -0.49 -4.07 -6.22  0.000
H: -0.31 -2.30 -6.18  0.000
H: -1.53 -3.11 -5.14  0.000
C: 5.75 -1.97 -2.72  0.000
H: 5.97 -1.13 -2.04  0.000
H: 6.57 -2.07 -3.45  0.000
H: 5.67 -2.90 -2.14  0.000
C: 4.53 -0.40 -4.82  0.000
H: 3.71 -0.32 -5.55  0.000
H: 5.45 -0.70 -5.35  0.000
H: 4.70 0.58 -4.35  0.000
Ti: -0.53 1.05 -1.30  1.743
C: 0.01 -2.96 -2.60  0.003
C: 0.42 -3.90 -1.55  0.001
C: 1.81 -4.00 -1.26  0.000
C: 2.47 -2.93 -0.29  0.000
C: 3.40 -2.11 -1.03  0.000
C: 3.10 -1.27 -2.17  0.000
C: 1.62 -0.84 -2.77  0.007
C: 0.27 -1.40 -2.29  0.024
C: 0.21 2.29 0.07  0.009
H: -1.08 -3.08 -2.80  0.000
H: -0.32 -4.20 -0.81  0.000
H: 2.34 -3.88 -2.22  0.000
H: 2.05 -4.99 -0.84  0.000
H: 1.70 -2.35 0.27  0.000
H: 3.05 -3.50 0.45  0.000
H: 4.40 -1.92 -0.59  0.000
H: 3.52 -0.27 -1.91  0.000
H: 1.66 -1.00 -3.87  0.001
H: 1.60 0.27 -2.72  0.007
H: 0.12 -1.21 -1.21  0.004
H: -0.51 -0.81 -2.84  0.017
H: -0.38 3.22 0.16  0.012
H: 1.25 2.52 -0.27  0.001
H: 0.24 1.75 1.04  0.000
C: -0.62 -1.73 1.64  0.002
C: -1.67 -0.85 1.11  0.009
C: -2.92 -0.59 1.68  -0.003
C: -3.55 0.39 0.89  0.016
C: -2.72 0.67 -0.19  0.021
C: -2.87 1.63 -1.31  0.057
N: -1.56 -0.07 -0.03  0.001
H: 0.29 -1.68 1.03  0.000
H: -0.96 -2.78 1.68  0.001
H: -0.36 -1.43 2.68  0.000
H: -3.28 -1.07 2.60  0.000
H: -4.49 0.91 1.09  0.001
H: -3.45 1.18 -2.13  0.006
H: -3.38 2.53 -0.92  0.002
H: -1.94 2.13 -1.88  0.057


Entry 3:
Below is C21H40As2InO3 as an isolated structure, with properties calculated with ωB97M-V with the def2-TZVPD basis set.

Total charge: +1
HOMO-LUMO gap (Ha): 0.212

Last column: Mulliken charge in e.
Cartesian coordinates (Å):
In: -0.20 -0.06 0.53  -0.030
C: -1.97 2.48 2.83  -0.713
O: -0.68 2.39 2.37  -0.079
C: 0.32 2.52 3.38  -0.727
C: 1.54 1.68 3.01  -0.708
O: 1.27 0.42 2.53  -0.042
C: 1.42 -0.66 3.50  -0.673
C: 0.36 -0.56 4.56  -0.537
O: -0.88 -0.52 3.94  0.040
C: -2.00 -0.70 4.79  -0.949
H: -2.31 1.81 3.66  0.183
H: -2.16 3.50 3.30  0.328
H: -2.66 2.34 2.01  0.190
H: 0.63 3.59 3.54  0.414
H: -0.05 2.15 4.33  0.344
H: 2.11 2.19 2.18  0.320
H: 2.14 1.58 3.88  0.497
H: 1.26 -1.57 2.88  0.125
H: 2.42 -0.56 3.87  0.391
H: 0.48 -1.37 5.35  0.485
H: 0.43 0.41 5.21  0.241
H: -2.20 -1.78 5.01  0.275
H: -1.95 -0.18 5.80  0.351
H: -2.87 -0.37 4.21  0.273
C: -3.00 2.43 -1.68  -1.098
As: -1.27 1.57 -1.24  0.851
C: 0.02 3.04 -1.34  -1.156
C: -1.01 0.45 -2.81  0.323
C: -0.45 1.08 -3.91  -0.489
C: -0.15 0.33 -5.04  -0.681
C: -0.31 -1.02 -5.10  -1.014
C: -0.99 -1.67 -4.04  -0.028
C: -1.37 -0.91 -2.93  -0.492
As: -2.22 -1.82 -1.45  0.385
C: -1.27 -3.57 -1.64  -1.134
C: -3.91 -2.21 -2.32  -1.115
H: -2.99 2.46 -2.80  0.361
H: -2.89 3.49 -1.28  0.388
H: -3.87 1.95 -1.25  0.352
H: 0.07 3.69 -2.20  0.527
H: 1.01 2.65 -1.07  0.206
H: -0.27 3.64 -0.52  0.452
H: -0.11 2.09 -3.85  0.387
H: 0.38 0.85 -5.89  0.283
H: 0.03 -1.63 -5.90  0.491
H: -1.20 -2.70 -3.99  0.558
H: -0.27 -3.33 -2.00  0.335
H: -1.76 -4.20 -2.37  0.410
H: -1.19 -4.12 -0.66  0.330
H: -3.56 -2.39 -3.31  0.412
H: -4.73 -1.44 -2.33  0.285
H: -4.34 -3.18 -1.98  0.371
C: 3.10 -2.05 0.16  -1.369
C: 2.84 -0.83 -0.70  1.930
C: 3.70 0.35 -0.12  -1.278
C: 3.40 -1.16 -2.16  -1.832
C: 1.33 -0.56 -0.94  0.014
H: 4.13 -2.16 0.22  0.527
H: 2.65 -2.98 -0.24  0.288
H: 2.78 -1.95 1.24  0.072
H: 4.74 0.20 -0.10  0.512
H: 3.38 0.45 0.92  0.089
H: 3.53 1.25 -0.76  0.271
H: 4.50 -1.21 -2.07  0.438
H: 3.19 -0.37 -2.84  0.458
H: 3.02 -2.11 -2.61  0.371
H: 0.89 -1.11 -1.79  0.013


Entry 4:
Below is a 12-piece molecular cluster, C21H40B3Cl22FO6 overall, with properties calculated with ωB97M-V with the def2-TZVPD basis set.

HOMO-LUMO gap (Ha): 0.376

Last column: Mulliken charge in e.
Cartesian coordinates (Å):
C: 5.96 -0.03 -0.67  -0.896
C: 4.85 0.67 -1.62  0.509
O: 5.17 1.44 -2.57  -0.585
O: 3.48 0.35 -1.33  -0.058
C: 2.72 1.55 -0.96  -0.586
C: 1.47 1.68 -1.98  0.283
C: 0.04 1.90 -1.22  -0.510
C: -1.07 1.88 -2.38  0.481
C: -2.53 1.36 -1.94  -0.821
C: -2.54 0.08 -0.96  0.679
B: -1.72 -1.21 -1.49  0.709
O: -2.31 -2.53 -1.19  -0.635
B: -1.33 -3.13 -0.28  0.405
O: -0.02 -2.47 -0.13  -0.548
B: 0.35 -2.19 -1.52  0.346
C: 1.59 -3.04 -2.16  -0.235
C: 2.60 -2.19 -3.05  0.419
O: 2.28 -1.47 -4.04  -0.476
F: 4.01 -2.30 -2.71  -0.270
O: -0.46 -1.21 -2.20  -0.049
H: 6.34 -1.00 -1.14  0.252
H: 5.51 -0.28 0.36  0.227
H: 6.89 0.65 -0.54  0.350
H: 3.34 2.52 -1.05  0.346
H: 2.29 1.40 0.11  0.240
H: 1.37 0.63 -2.48  -0.436
H: 1.61 2.45 -2.81  0.434
H: 0.04 2.88 -0.62  0.344
H: -0.03 1.05 -0.46  0.091
H: -1.20 2.98 -2.73  0.691
H: -0.68 1.32 -3.32  -1.037
H: -3.16 2.23 -1.51  0.182
H: -3.09 1.04 -2.91  0.342
H: -2.04 0.42 0.04  0.193
H: -3.64 -0.15 -0.67  -0.983
H: -1.53 -4.12 0.33  -0.110
H: 1.11 -3.88 -2.79  0.404
H: 2.19 -3.46 -1.27  0.116
Cl: -1.23 2.39 2.80  -0.183
C: -2.84 2.55 2.09  0.051
Cl: -2.83 3.68 0.73  -0.110
H: -3.17 1.57 1.74  0.142
H: -3.53 2.92 2.86  0.097
Cl: -4.16 1.43 5.21  -0.144
C: -3.85 3.02 5.93  -0.337
Cl: -2.15 3.46 5.79  -0.126
H: -4.45 3.76 5.42  0.270
H: -4.12 2.98 6.98  0.348
Cl: -0.09 2.05 -5.42  -0.129
C: 0.35 0.39 -5.83  0.355
Cl: 0.61 0.21 -7.57  -0.188
H: 1.27 0.13 -5.31  -0.028
H: -0.45 -0.28 -5.52  0.106
Cl: 9.19 1.34 -4.21  -0.182
C: 7.56 1.55 -4.88  0.082
Cl: 7.60 2.63 -6.28  -0.179
H: 7.18 0.58 -5.19  0.267
H: 6.92 1.99 -4.12  0.031
Cl: 6.87 -3.04 1.20  -0.153
C: 5.12 -3.26 1.12  0.363
Cl: 4.37 -3.01 2.70  -0.159
H: 4.70 -2.54 0.41  -0.360
H: 4.90 -4.27 0.78  0.303
Cl: -4.69 -2.75 7.55  -0.181
C: -3.55 -1.45 7.19  0.186
Cl: -3.13 -0.55 8.65  -0.158
H: -2.64 -1.88 6.77  0.270
H: -4.00 -0.76 6.48  -0.115
Cl: -3.97 6.39 2.35  -0.122
C: -3.84 7.07 0.73  -0.245
Cl: -4.28 8.78 0.72  -0.166
H: -2.81 6.97 0.39  0.272
H: -4.51 6.53 0.06  0.261
Cl: -2.34 -6.57 7.48  -0.151
C: -3.94 -6.57 6.71  0.044
Cl: -3.83 -7.05 5.01  -0.175
H: -4.58 -7.27 7.24  0.264
H: -4.36 -5.57 6.77  0.023
Cl: -8.54 -8.07 5.31  -0.159
C: -7.25 -8.36 4.13  0.155
Cl: -7.33 -10.00 3.49  -0.155
H: -7.36 -7.65 3.31  0.266
H: -6.29 -8.21 4.61  -0.106
Cl: 11.08 4.74 -8.29  -0.161
C: 10.54 4.62 -6.61  -0.005
Cl: 11.73 5.32 -5.51  -0.165
H: 9.60 5.16 -6.50  0.243
H: 10.40 3.57 -6.36  0.085
Cl: -5.70 2.52 1.59  -0.062
C: -6.49 1.07 0.96  -0.407
Cl: -5.32 -0.13 0.39  -0.123
H: -7.08 0.63 1.76  0.329
H: -7.13 1.35 0.13  0.310


Entry 5:
Below is a 5-piece molecular cluster, C21H40Cl2FNO11S5 overall, with properties calculated with ωB97M-V with the def2-TZVPD basis set.

HOMO-LUMO gap (Ha): 0.331

Last column: Mulliken charge in e.
Cartesian coordinates (Å):
C: 2.62 -1.16 0.83  -0.759
C: 1.28 -0.17 0.93  0.616
Cl: 0.70 -0.27 2.67  -0.122
C: 0.23 -0.61 -0.23  -1.137
N: -1.22 -0.67 0.11  0.190
C: -1.69 -1.90 0.79  -0.453
C: -3.35 -2.08 0.81  0.493
O: -4.10 -1.67 -0.24  -0.509
Cl: -4.24 -2.87 2.24  -0.149
S: -1.95 0.81 0.61  1.082
O: -3.21 1.25 -0.21  -0.513
O: -2.39 0.71 2.12  -0.556
F: -0.85 2.16 0.54  -0.275
H: 2.42 -2.14 0.22  0.307
H: 2.88 -1.53 1.93  0.109
H: 3.58 -0.57 0.46  0.261
H: 1.68 0.93 0.70  0.211
H: 0.35 0.18 -1.12  0.156
H: 0.52 -1.65 -0.73  0.428
H: -1.36 -2.06 1.90  0.254
H: -1.27 -2.84 0.18  0.410
O: 1.34 -2.41 4.31  -0.606
S: 2.36 -1.83 5.15  1.245
O: 3.48 -1.08 4.62  -0.715
C: 1.57 -0.85 6.41  -0.674
C: 1.31 -1.84 7.54  -0.581
C: 2.58 -2.68 7.66  -0.605
C: 2.98 -3.10 6.25  -0.732
H: 0.65 -0.41 6.01  0.322
H: 2.26 -0.07 6.72  0.398
H: 1.07 -1.32 8.48  0.351
H: 0.46 -2.48 7.29  0.296
H: 3.37 -2.07 8.11  0.287
H: 2.43 -3.55 8.31  0.314
H: 4.07 -3.17 6.15  0.342
H: 2.52 -4.05 5.97  0.371
O: 5.52 0.94 -3.12  -0.688
S: 4.50 1.24 -2.14  1.053
O: 4.05 0.27 -1.16  -0.621
C: 4.95 2.74 -1.30  -0.743
C: 4.35 3.85 -2.15  -0.734
C: 2.95 3.36 -2.53  0.603
C: 3.08 1.91 -3.00  -0.636
H: 6.04 2.81 -1.22  0.430
H: 4.50 2.72 -0.31  0.355
H: 4.32 4.80 -1.61  0.391
H: 4.95 3.99 -3.06  0.330
H: 2.30 3.41 -1.65  0.326
H: 2.50 3.99 -3.31  -0.759
H: 2.19 1.33 -2.74  0.187
H: 3.27 1.85 -4.07  0.411
O: -3.20 -6.19 -0.23  -0.666
S: -4.52 -6.29 0.37  1.226
O: -4.70 -6.44 1.80  -0.675
C: -5.50 -4.92 -0.19  -0.069
C: -6.15 -5.42 -1.47  -0.725
C: -6.59 -6.85 -1.18  -0.657
C: -5.44 -7.56 -0.48  -0.625
H: -4.87 -4.04 -0.34  -0.183
H: -6.26 -4.71 0.58  0.395
H: -6.98 -4.78 -1.78  0.377
H: -5.41 -5.42 -2.28  0.308
H: -7.47 -6.83 -0.52  0.299
H: -6.89 -7.37 -2.09  0.328
H: -5.80 -8.30 0.24  0.327
H: -4.77 -8.03 -1.20  0.352
O: 1.69 5.05 -5.66  -0.663
S: 0.67 5.36 -4.68  1.162
O: 0.22 4.39 -3.70  -0.637
C: 1.12 6.86 -3.83  -0.662
C: 0.52 7.97 -4.69  -0.626
C: -0.88 7.48 -5.06  -0.625
C: -0.75 6.03 -5.53  -0.670
H: 2.21 6.93 -3.75  0.391
H: 0.67 6.83 -2.84  0.386
H: 0.48 8.92 -4.14  0.348
H: 1.12 8.11 -5.59  0.309
H: -1.54 7.53 -4.19  0.297
H: -1.33 8.11 -5.84  0.321
H: -1.64 5.45 -5.27  0.337
H: -0.56 5.97 -6.60  0.356


Entry 6:
Below is a 10-piece molecular cluster, C21H40Cl4F15N3O11S overall, with properties calculated with ωB97M-V with the def2-TZVPD basis set.

Total charge: +2
HOMO-LUMO gap (Ha): 0.178

Last column: Mulliken charge in e.
Cartesian coordinates (Å):
N: 6.84 5.92 0.75  -0.510
H: 7.44 6.34 0.05  0.379
H: 7.34 5.43 1.48  0.369
H: 6.21 5.22 0.38  0.382
H: 6.30 6.60 1.26  0.380
N: 8.66 -3.65 -0.16  -0.510
H: 9.08 -3.17 -0.95  0.379
H: 7.66 -3.48 -0.13  0.380
H: 8.94 -3.23 0.71  0.368
H: 8.87 -4.63 -0.26  0.383
N: 6.06 0.18 5.99  -0.501
H: 5.18 0.09 5.50  0.380
H: 6.65 -0.55 5.60  0.369
H: 6.07 0.11 6.99  0.380
H: 6.58 0.97 5.62  0.370
C: 0.64 -0.35 -0.32  0.589
F: 0.33 -1.47 0.27  -0.185
F: 0.63 -0.36 -1.64  -0.202
F: -0.17 0.63 0.08  -0.214
S: 2.40 0.04 0.36  1.062
O: 2.25 0.22 1.79  -0.662
O: 3.23 -1.15 0.10  -0.700
O: 2.91 1.27 -0.30  -0.688
C: -0.62 12.04 3.09  -1.116
C: 0.37 10.96 2.73  -0.215
O: -0.20 10.21 1.70  -0.220
C: -0.06 8.91 1.57  0.441
O: 0.79 8.33 2.27  -0.615
C: -0.94 8.28 0.48  0.860
F: -0.12 7.49 -0.26  -0.242
F: -1.88 7.58 1.03  -0.231
F: -1.52 9.19 -0.30  -0.224
H: -1.63 11.68 3.29  0.323
H: -0.77 12.70 2.23  0.299
H: -0.27 12.48 4.02  0.366
H: 0.56 10.39 3.65  0.308
H: 1.34 11.37 2.45  0.267
C: 1.86 -4.64 5.35  -0.964
C: 0.71 -4.55 6.42  -0.363
O: -0.10 -3.46 6.22  -0.276
C: 0.23 -2.26 6.85  0.414
O: 1.32 -2.02 7.40  -0.557
C: -0.91 -1.11 6.72  0.811
F: -0.27 -0.02 6.41  -0.233
F: -1.80 -1.31 5.80  -0.220
F: -1.56 -1.00 7.89  -0.241
H: 2.36 -5.56 5.66  0.345
H: 2.61 -3.87 5.48  0.264
H: 1.42 -4.68 4.35  0.313
H: 1.00 -4.44 7.47  0.362
H: 0.05 -5.42 6.42  0.347
C: -8.67 -1.18 -0.68  -0.952
C: -7.27 -1.67 -1.17  -0.268
O: -7.22 -2.80 -2.04  -0.234
C: -7.32 -2.60 -3.41  0.355
O: -7.51 -1.49 -3.98  -0.527
C: -7.13 -3.86 -4.23  0.802
F: -8.10 -4.04 -5.18  -0.230
F: -5.95 -3.84 -4.88  -0.242
F: -7.07 -4.91 -3.38  -0.230
H: -9.37 -1.19 -1.52  0.297
H: -8.61 -0.18 -0.26  0.321
H: -9.09 -1.78 0.13  0.289
H: -6.78 -2.09 -0.30  0.242
H: -6.67 -0.93 -1.69  0.376
C: -0.11 1.94 -9.73  -1.094
C: -0.05 2.26 -8.27  -0.162
O: 0.56 3.57 -8.02  -0.245
C: 1.89 3.76 -8.08  0.355
O: 2.74 3.00 -8.55  -0.537
C: 2.32 5.04 -7.37  0.836
F: 3.11 5.70 -8.18  -0.224
F: 1.23 5.87 -6.99  -0.252
F: 3.00 4.69 -6.27  -0.243
H: -0.92 2.47 -10.23  0.312
H: -0.48 0.93 -9.92  0.361
H: 0.78 2.11 -10.33  0.314
H: 0.46 1.46 -7.72  0.293
H: -1.07 2.26 -7.88  0.288
Cl: 4.42 -9.06 -1.27  -0.225
C: 2.92 -9.23 -2.22  -0.464
C: 2.10 -7.94 -2.07  -0.403
Cl: 0.58 -8.31 -2.98  -0.185
H: 2.45 -10.09 -1.74  0.336
H: 3.24 -9.34 -3.25  0.326
H: 2.66 -7.10 -2.48  0.311
H: 1.78 -7.71 -1.06  0.304
Cl: -7.52 -7.82 1.55  -0.174
C: -6.88 -6.38 2.41  -0.277
C: -5.41 -6.31 2.07  -0.447
Cl: -4.53 -7.83 2.44  -0.191
H: -7.06 -6.40 3.49  0.312
H: -7.37 -5.52 1.96  0.208
H: -4.96 -5.54 2.69  0.294
H: -5.16 -6.16 1.02  0.277


The records above give, respectively, molecular weight values of 427.635; 415.365; 605.210; 1219.945; 732.786; 969.410 g/mol.
The records above give, respectively, max |F| values of 1.23; 3.87; 3.28; 6.39; 9.36; 5.12 eV/A.